Molecular formula: C6H14N2O2
Method: DFT, the ωB97M-V functional and the def2-TZVPD basis

Results
structure (SMILES)	CNC(C)=O.CNC(C)=O
largest force on an atom	0.058	Eh/bohr
HOMO energy	-0.340	hartree
E	-497.0150	a.u.
Kohn-Sham gap	9.9049	eV
LUMO level	0.6	eV

CARTESIAN COORDINATES (ANGSTROEM)
C  -3.22455  -0.08936  -0.74988
N  -2.05264  0.41626  -0.12401
C  -1.94209  0.73373  1.22463
C  -0.89119  1.78471  1.53949
O  -2.71067  0.25760  2.02145
H  -3.84829  -0.69660  -0.06183
H  -3.86064  0.64340  -1.24892
H  -3.10611  -0.83256  -1.53856
H  -1.37146  0.74238  -0.80728
H  -1.45248  2.71905  1.40951
H  -0.57052  1.80013  2.62878
H  -0.07272  1.88756  0.80042
C  2.31563  -0.71763  1.45719
N  2.55621  -0.98806  0.05040
C  1.92896  -0.24726  -0.96543
C  1.90013  -0.94774  -2.28530
O  1.32347  0.75965  -0.68602
H  3.21640  -0.96755  2.01304
H  2.15384  0.36788  1.64245
H  1.43819  -1.26428  1.90331
H  2.54354  -1.98383  -0.14593
H  2.46998  -1.83975  -2.35255
H  0.94029  -1.27898  -2.67882
H  2.31672  -0.25874  -3.04613

---

Molecular formula: C37H50Cl3GaN2O2Si
Method: DFT, the ωB97M-V functional and the def2-TZVPD basis

Results
largest force on an atom	0.067	Eh/bohr
HOMO energy (alpha / beta)	-0.295 / -0.295	hartree
E	-5294.8083	a.u.
Kohn-Sham gap (alpha / beta)	7.6317 / 7.6328	eV
LUMO level (alpha / beta)	-0.4 / -0.4	eV

CARTESIAN COORDINATES (ANGSTROEM)
Ga  -0.70240  -0.35725  0.02413
C  3.26114  -0.02213  3.13414
C  2.23674  -1.12826  2.82004
C  1.95327  -1.94152  4.09697
C  2.71136  -1.95520  1.63267
C  3.50770  -3.07293  1.84063
C  4.15103  -3.70699  0.80648
C  3.92590  -3.26072  -0.50066
C  3.04922  -2.17659  -0.73601
C  3.08810  -1.65155  -2.20319
C  4.39198  -0.88582  -2.50979
C  1.86983  -0.87453  -2.76885
C  2.36696  -1.57454  0.32634
N  1.50624  -0.41003  0.10642
C  2.22215  0.69719  -0.07640
C  1.76428  2.06518  -0.22175
C  2.74985  2.98408  -0.61961
C  2.50583  4.34789  -0.62902
C  1.20550  4.79221  -0.32161
C  0.21765  3.89055  0.05789
C  0.41298  2.46419  0.02797
N  -0.65550  1.61282  0.00124
C  -1.94238  2.29610  -0.13454
C  -2.36041  2.72660  -1.45027
C  -3.66017  3.16418  -1.67791
C  -4.46435  3.36508  -0.59268
C  -4.02269  3.08225  0.68446
C  -2.76813  2.56129  0.96375
C  -2.42350  2.34813  2.41453
C  -0.95443  2.33844  2.87441
C  -3.20283  1.16877  3.04356
C  -1.42105  2.90343  -2.62715
C  -1.69273  1.90117  -3.75099
C  -1.39186  4.35414  -3.22738
H  3.10479  0.39087  4.15980
H  3.19186  0.79355  2.42910
H  4.34092  -0.36904  3.07674
H  1.33419  -0.51023  2.57436
H  2.92051  -2.13468  4.62028
H  1.40757  -2.92390  3.91865
H  1.31907  -1.37391  4.78057
H  3.72948  -3.27544  2.87575
H  4.81106  -4.57393  0.99931
H  4.46253  -3.69373  -1.37564
H  3.08823  -2.59268  -2.71459
H  4.38394  0.10744  -2.04922
H  4.48756  -0.75766  -3.61509
H  5.25022  -1.39957  -2.10026
H  1.80315  0.17724  -2.41886
H  0.92886  -1.42302  -2.60676
H  2.01740  -0.82852  -3.85936
H  3.32441  0.63977  -0.11337
H  3.74517  2.59705  -0.85174
H  3.28796  5.04998  -0.89791
H  1.01756  5.85983  -0.29079
H  -0.71346  4.30386  0.39796
H  -4.01754  3.36101  -2.69680
H  -5.49209  3.81440  -0.67429
H  -4.68553  3.24626  1.56041
H  -2.84354  3.23164  2.91140
H  -0.42948  1.45307  2.47753
H  -0.95041  2.31345  3.98785
H  -0.40787  3.20178  2.48637
H  -3.61557  0.44703  2.28499
H  -4.16430  1.53912  3.51520
H  -2.61117  0.63641  3.79338
H  -0.40738  2.71986  -2.28760
H  -2.73407  1.86871  -4.06977
H  -1.39846  0.87148  -3.47491
H  -1.05282  2.12379  -4.63812
H  -2.37030  4.62506  -3.71984
H  -0.60579  4.41345  -3.99218
H  -1.09387  5.11011  -2.46178
Cl  -3.54192  -2.16279  -3.54368
C  -3.94305  -1.25534  -2.08138
Cl  -4.91204  0.18439  -2.61600
Cl  -5.03358  -2.23198  -1.03470
C  -2.78642  -0.79939  -1.28996
O  -3.01233  -0.35698  -0.11550
O  -1.58427  -0.94108  -1.78478
C  -2.68019  -4.42733  1.00437
Si  -0.98787  -3.68140  0.57292
C  0.20080  -4.83925  1.39298
C  -0.67212  -3.97733  -1.25887
C  -0.95639  -1.93582  1.22827
H  -2.64238  -5.25855  1.76141
H  -3.17583  -4.81380  0.07567
H  -3.39650  -3.66453  1.37850
H  -0.03265  -5.90481  1.14850
H  0.10495  -4.76393  2.50340
H  1.22391  -4.57503  1.09487
H  -0.37897  -5.02809  -1.45310
H  0.09352  -3.28277  -1.61586
H  -1.57221  -3.74685  -1.83446
H  -0.18497  -1.84373  2.01911
H  -1.92755  -1.77912  1.69973

---

Molecular formula: C6H6
Method: DFT, the ωB97M-V functional and the def2-TZVPD basis

Results
largest force on an atom	0.012	Eh/bohr
HOMO energy	-0.349	hartree
E	-232.0037	a.u.
Kohn-Sham gap	10.4422	eV
LUMO level	0.9	eV

CARTESIAN COORDINATES (ANGSTROEM)
C  0.49881  -0.52484  -1.59233
C  0.89493  -0.30310  -0.14433
C  1.09545  1.47175  0.07483
C  0.08650  1.04891  0.71399
C  -1.08054  0.85528  1.45062
C  -2.09446  0.69350  2.08296
H  0.65676  -1.57419  -1.86805
H  -0.56008  -0.28956  -1.73532
H  1.08502  0.11233  -2.25998
H  1.94249  -0.52061  0.06442
H  0.32997  -0.97736  0.51212
H  -2.99538  0.56109  2.64125

---

Molecular formula: C14H12BCl5F9NO8PRe
Method: DFT, the ωB97M-V functional and the def2-TZVPD basis

Results
largest force on an atom	0.019	Eh/bohr
multiplicity	3
expectation value of S²	2.0232
HOMO energy (alpha / beta)	-0.363 / -0.363	hartree
E	-4841.8168	a.u.
Kohn-Sham gap (alpha / beta)	6.6100 / 7.4467	eV
LUMO level (alpha / beta)	-3.3 / -2.4	eV

CARTESIAN COORDINATES (ANGSTROEM)
Re  -0.81788  -0.40647  1.05559
Cl  4.20735  0.33099  6.47692
C  3.23373  0.18657  5.07298
C  1.84608  0.21528  5.18808
Cl  1.08831  0.39699  6.71786
C  1.07069  0.09800  4.04607
Cl  -0.64218  0.11469  4.10522
C  1.66858  -0.05170  2.80878
O  0.91045  -0.17740  1.69492
C  3.04466  -0.08058  2.68413
Cl  3.72118  -0.25345  1.11463
C  3.83282  0.04023  3.81983
Cl  5.54072  0.00859  3.67495
F  -1.38614  1.46799  0.87357
P  -0.50735  3.30770  1.02672
F  0.83407  2.50548  0.78066
F  -2.00465  3.73774  1.25883
F  0.13922  4.72260  1.15611
F  -0.41084  2.90175  2.55451
F  -0.74918  3.32408  -0.52986
C  -1.32148  -0.62180  -3.91053
C  -0.05876  -1.02888  -3.17349
C  0.60007  -2.21132  -3.84812
O  -0.49130  -1.46050  -1.83715
B  -0.22271  -0.41831  -1.00735
O  0.48282  0.61366  -1.53767
C  0.90949  0.17200  -2.86902
C  0.77407  1.35143  -3.80492
C  2.36587  -0.23673  -2.72652
H  -2.00664  -1.46999  -3.92107
H  -1.10108  -0.33769  -4.94151
H  -1.82243  0.21200  -3.41464
H  -0.14814  -2.98327  -4.03362
H  1.38434  -2.64222  -3.22782
H  1.02988  -1.91119  -4.80666
H  -0.23907  1.74887  -3.81209
H  1.05219  1.06316  -4.82143
H  1.44494  2.14597  -3.47466
H  2.47820  -1.07557  -2.03566
H  2.92222  0.61070  -2.32321
H  2.79682  -0.51303  -3.69042
F  -5.80940  0.62571  1.22491
C  -4.98383  -0.19200  0.59768
F  -5.50900  -1.42235  0.58973
F  -4.84400  0.21676  -0.66484
C  -3.62123  -0.23237  1.30957
O  -3.46731  0.17352  2.42044
O  -2.65828  -0.76885  0.53357
O  -1.81916  -2.27172  2.70478
N  -1.17105  -2.99878  1.95900
O  -1.14336  -4.18366  1.93716
O  -0.42231  -2.34263  1.02504

---

> What is the largest force on an atom in the first record?

0.058 Eh/bohr

---

Please write out number 1 again, unchanged.
Molecular formula: C6H14N2O2
Method: DFT, the ωB97M-V functional and the def2-TZVPD basis

Results
structure (SMILES)	CNC(C)=O.CNC(C)=O
largest force on an atom	0.058	Eh/bohr
HOMO energy	-0.340	hartree
E	-497.0150	a.u.
Kohn-Sham gap	9.9049	eV
LUMO level	0.6	eV

CARTESIAN COORDINATES (ANGSTROEM)
C  -3.22455  -0.08936  -0.74988
N  -2.05264  0.41626  -0.12401
C  -1.94209  0.73373  1.22463
C  -0.89119  1.78471  1.53949
O  -2.71067  0.25760  2.02145
H  -3.84829  -0.69660  -0.06183
H  -3.86064  0.64340  -1.24892
H  -3.10611  -0.83256  -1.53856
H  -1.37146  0.74238  -0.80728
H  -1.45248  2.71905  1.40951
H  -0.57052  1.80013  2.62878
H  -0.07272  1.88756  0.80042
C  2.31563  -0.71763  1.45719
N  2.55621  -0.98806  0.05040
C  1.92896  -0.24726  -0.96543
C  1.90013  -0.94774  -2.28530
O  1.32347  0.75965  -0.68602
H  3.21640  -0.96755  2.01304
H  2.15384  0.36788  1.64245
H  1.43819  -1.26428  1.90331
H  2.54354  -1.98383  -0.14593
H  2.46998  -1.83975  -2.35255
H  0.94029  -1.27898  -2.67882
H  2.31672  -0.25874  -3.04613

---

> Among the records above, which one has the lowest E?

C37H50Cl3GaN2O2Si

---

> Look up the E of the third one.

-232.0037 a.u.